The following is a quantum chemistry calculation of a 2-piece molecular cluster, CH2IPS overall in a non-equilibrium geometry, from the Open Molecules 2025 dataset.

Atoms and positions in Å:
C  0.13359  -0.19658  -0.48594
P  -0.19252  0.71248  0.96238
S  -1.57410  0.12637  -2.27089
I  1.92669  -0.50407  -1.45761
H  -1.10182  -0.35771  1.61242
H  0.80816  0.21951  1.63964

ΔE to the lowest compared entry with this formula, charge and spin ... 112.95 kcal per mole
Frontier orbital gap (spin up / spin down) ... 8.0 / 6.4 eV